Computed, not measured: one molecule with the formula C2HFO in a non-equilibrium geometry, with ωB97M-V with the def2-TZVPD basis set.

Structure (ORCA input):
```
! wB97M-V def2-TZVPD RIJCOSX def2/J DEFGRID3
* xyz 0 1
O -1.763 0.857 -0.055
C -0.672 0.428 0.034
C 0.506 -0.026 -0.064
F 0.431 -1.401 -0.030
H 1.498 0.142 0.115
*
```

- energy above the lowest of the compared OMol25 structures with the same formula, charge and spin (kcal/mol) = 10.80
- highest occupied orbital energy (eV) = -9.578
- Kohn-Sham gap (eV) = 9.44
- LUMO energy (eV) = -0.142
- SMILES = O=C=CF

Computed, not measured: a 2-piece molecular cluster, C2HFO2 overall in a non-equilibrium geometry, with ωB97M-V with the def2-TZVPD basis set.

Structure (ORCA input):
```
! wB97M-V def2-TZVPD RIJCOSX def2/J DEFGRID3
* xyz 0 1
C -0.688 -0.604 -0.052
C 0.386 0.296 0.203
O -1.798 -0.970 -0.117
O 0.566 -0.988 -0.378
F 0.999 0.577 1.337
H 0.535 1.690 -0.992
*
```

- energy above the lowest of the compared OMol25 structures with the same formula, charge and spin (kcal/mol) = 96.95
- highest occupied orbital energy (eV) = -10.658
- Kohn-Sham gap (eV) = 9.97
- LUMO energy (eV) = -0.683

Computed, not measured: C2HFO2Sm as an isolated structure in a non-equilibrium geometry, with ωB97M-V with the def2-TZVPD basis set.

Structure (ORCA input):
```
! wB97M-V def2-TZVPD RIJCOSX def2/J DEFGRID3
* xyz 0 7
C 0.713 0.391 0.511
C 1.648 0.326 -0.430
O 2.496 0.319 -1.246
Sm -2.718 0.001 -0.215
F -2.654 -2.088 -0.445
H 1.097 0.256 1.531
O -0.583 0.794 0.294
*
```

- energy above the lowest of the compared OMol25 structures with the same formula, charge and spin (kcal/mol) = 0.00
- expectation value of S² = 12.01
- highest occupied orbital energy (spin up / spin down) (eV) = -6.806 / -6.874
- Kohn-Sham gap (spin up / spin down) (eV) = 5.64 / 5.63
- LUMO energy (spin up / spin down) (eV) = -1.168 / -1.245

Computed, not measured: a 2-piece molecular cluster, C2HI3 overall in a non-equilibrium geometry, with ωB97M-V with the def2-TZVPD basis set.

Structure (ORCA input):
```
! wB97M-V def2-TZVPD RIJCOSX def2/J DEFGRID3
* xyz 0 3
C 1.509 -0.817 -1.431
C 1.083 -1.144 -0.355
I -2.775 0.717 0.733
I 0.707 -1.441 1.647
I -2.338 3.169 1.827
H 1.814 -0.484 -2.422
*
```

- energy above the lowest of the compared OMol25 structures with the same formula, charge and spin (kcal/mol) = 1.41
- expectation value of S² = 2.01
- highest occupied orbital energy (spin up / spin down) (eV) = -7.651 / -9.227
- Kohn-Sham gap (spin up / spin down) (eV) = 7.71 / 5.60
- LUMO energy (spin up / spin down) (eV) = 0.056 / -3.625

Computed, not measured: a 2-piece molecular cluster, C2HIN2O2 overall in a non-equilibrium geometry, with ωB97M-V with the def2-TZVPD basis set.

Structure (ORCA input):
```
! wB97M-V def2-TZVPD RIJCOSX def2/J DEFGRID3
* xyz 0 1
C 0.788 -0.208 -1.745
C 1.167 0.344 -0.507
N 0.477 -0.666 -2.748
N 0.799 1.744 -0.273
O -0.323 2.056 -0.576
O 1.639 2.456 0.211
I 3.026 -0.213 0.237
H -0.379 -0.389 0.463
*
```

- energy above the lowest of the compared OMol25 structures with the same formula, charge and spin (kcal/mol) = 115.36
- highest occupied orbital energy (spin up / spin down) (eV) = -10.294 / -10.649
- Kohn-Sham gap (spin up / spin down) (eV) = 8.19 / 7.87
- LUMO energy (spin up / spin down) (eV) = -2.103 / -2.780

Computed, not measured: an isolated ion of composition C2HIN5O and charge -1 in a non-equilibrium geometry, with ωB97M-V with the def2-TZVPD basis set.

Structure (ORCA input):
```
! wB97M-V def2-TZVPD RIJCOSX def2/J DEFGRID3
* xyz -1 1
C -0.501 0.073 0.079
C 0.787 -0.564 0.256
N -1.394 0.193 1.079
N -0.975 0.615 -1.050
N -2.410 0.813 0.526
N -2.166 1.070 -0.725
N 1.969 0.094 -0.771
O 2.685 0.878 -0.196
I 0.854 -2.611 -0.472
H 1.150 -0.560 1.274
*
```

- energy above the lowest of the compared OMol25 structures with the same formula, charge and spin (kcal/mol) = 4.89
- highest occupied orbital energy (eV) = -5.155
- Kohn-Sham gap (eV) = 7.85
- LUMO energy (eV) = 2.697

Computed, not measured: C2HLiNiO2 as an isolated structure in a non-equilibrium geometry, with ωB97M-V with the def2-TZVPD basis set.

Structure (ORCA input):
```
! wB97M-V def2-TZVPD RIJCOSX def2/J DEFGRID3
* xyz 0 3
O -1.712 -0.046 0.227
C -0.948 0.802 -0.262
C 0.302 0.793 -0.747
H 0.463 0.388 -1.751
Li -0.595 -1.620 0.754
Ni 1.222 0.583 1.526
O 1.268 -0.900 0.254
*
```

- expectation value of S² = 2.11
- highest occupied orbital energy (spin up / spin down) (eV) = -7.823 / -7.725
- Kohn-Sham gap (spin up / spin down) (eV) = 6.91 / 6.79
- LUMO energy (spin up / spin down) (eV) = -0.915 / -0.936

Computed, not measured: C2HLiO2Pb as an isolated structure in a non-equilibrium geometry, with ωB97M-V with the def2-TZVPD basis set.

Structure (ORCA input):
```
! wB97M-V def2-TZVPD RIJCOSX def2/J DEFGRID3
* xyz 0 1
O -1.956 -0.065 0.425
C -1.311 0.882 -0.169
C -0.073 0.600 -0.784
H -0.168 0.034 -1.724
Li -0.924 -1.642 0.278
Pb 1.062 -0.014 2.270
O 1.150 -0.120 -0.055
*
```

- energy above the lowest of the compared OMol25 structures with the same formula, charge and spin (kcal/mol) = 41.75
- highest occupied orbital energy (spin up / spin down) (eV) = -6.693 / -6.540
- Kohn-Sham gap (spin up / spin down) (eV) = 5.41 / 5.30
- LUMO energy (spin up / spin down) (eV) = -1.281 / -1.241

Computed, not measured: C2HLuO4 as an isolated structure in a non-equilibrium geometry, with ωB97M-V with the def2-TZVPD basis set.

Structure (ORCA input):
```
! wB97M-V def2-TZVPD RIJCOSX def2/J DEFGRID3
* xyz 2 1
O -4.950 0.406 0.465
C -3.832 0.462 0.589
H -0.504 -0.234 0.442
O -0.012 -1.490 -0.196
C 1.086 -0.928 0.061
O 2.089 -0.707 -0.690
O 0.699 0.257 0.628
Lu 2.746 1.100 0.338
*
```

- energy above the lowest of the compared OMol25 structures with the same formula, charge and spin (kcal/mol) = 109.07
- highest occupied orbital energy (eV) = -18.145
- Kohn-Sham gap (eV) = 5.26
- LUMO energy (eV) = -12.885

Computed, not measured: an isolated ion of composition C2HN2O2S2 and charge -1 in a non-equilibrium geometry, with ωB97M-V with the def2-TZVPD basis set.

Structure (ORCA input):
```
! wB97M-V def2-TZVPD RIJCOSX def2/J DEFGRID3
* xyz -1 1
C -0.289 -1.158 -1.451
C 0.073 2.109 1.336
N -0.695 -1.861 -0.435
N -1.179 -2.203 0.557
O -0.532 2.538 0.424
O 0.493 2.270 2.416
S 1.387 -0.490 -1.125
S 1.299 0.307 0.797
H -0.557 -1.513 -2.520
*
```

- energy above the lowest of the compared OMol25 structures with the same formula, charge and spin (kcal/mol) = 6.41
- highest occupied orbital energy (eV) = -3.371
- Kohn-Sham gap (eV) = 6.71
- LUMO energy (eV) = 3.337

Computed, not measured: one molecule with the formula C2HN2OP in a non-equilibrium geometry, with ωB97M-V with the def2-TZVPD basis set.

Structure (ORCA input):
```
! wB97M-V def2-TZVPD RIJCOSX def2/J DEFGRID3
* xyz 0 1
N -0.156 2.576 -0.458
C -0.145 1.500 -0.081
P 0.070 -0.023 0.765
O -1.380 -0.888 0.413
C 1.181 -0.582 -0.502
N 1.962 -1.031 -1.205
H -1.531 -1.552 1.067
*
```

- energy above the lowest of the compared OMol25 structures with the same formula, charge and spin (kcal/mol) = 0.15
- highest occupied orbital energy (eV) = -11.162
- Kohn-Sham gap (eV) = 10.31
- LUMO energy (eV) = -0.850
- SMILES = N#CP(O)C#N

Computed, not measured: one molecule with the formula C2HN2PS2 in a non-equilibrium geometry, with ωB97M-V with the def2-TZVPD basis set.

Structure (ORCA input):
```
! wB97M-V def2-TZVPD RIJCOSX def2/J DEFGRID3
* xyz 0 3
C 0.679 -0.713 0.006
C -0.345 0.388 0.081
N 0.258 1.570 0.025
N 1.504 1.567 -0.087
P -2.132 0.354 0.280
S -2.650 -1.438 -0.255
S 2.168 0.037 -0.129
H 0.519 -1.765 0.079
*
```

- expectation value of S² = 2.02
- highest occupied orbital energy (spin up / spin down) (eV) = -7.550 / -9.926
- Kohn-Sham gap (spin up / spin down) (eV) = 7.49 / 6.84
- LUMO energy (spin up / spin down) (eV) = -0.057 / -3.084

Computed, not measured: C2HN3 as an isolated structure in a non-equilibrium geometry, with ωB97M-V with the def2-TZVPD basis set.

Structure (ORCA input):
```
! wB97M-V def2-TZVPD RIJCOSX def2/J DEFGRID3
* xyz 0 1
C -2.482 0.768 0.063
C -0.758 -0.078 -0.006
N -1.241 1.172 -0.053
N -3.048 -0.392 -0.016
N -1.884 -1.045 0.000
H 0.668 -0.157 -0.071
*
```

- energy above the lowest of the compared OMol25 structures with the same formula, charge and spin (kcal/mol) = 118.25
- highest occupied orbital energy (spin up / spin down) (eV) = -10.205 / -10.205
- Kohn-Sham gap (spin up / spin down) (eV) = 7.81 / 7.81
- LUMO energy (spin up / spin down) (eV) = -2.393 / -2.393

Computed, not measured: one molecule with the formula C2HN3 in a non-equilibrium geometry, with ωB97M-V with the def2-TZVPD basis set.

Structure (ORCA input):
```
! wB97M-V def2-TZVPD RIJCOSX def2/J DEFGRID3
* xyz 0 3
C -1.251 2.036 -0.164
C -0.095 -0.035 -0.014
N -0.651 1.120 0.254
N 0.143 -0.671 -1.055
N 0.429 -1.242 0.381
H 1.425 -1.208 0.598
*
```

- energy above the lowest of the compared OMol25 structures with the same formula, charge and spin (kcal/mol) = 54.41
- expectation value of S² = 2.02
- highest occupied orbital energy (spin up / spin down) (eV) = -6.917 / -11.340
- Kohn-Sham gap (spin up / spin down) (eV) = 7.57 / 8.18
- LUMO energy (spin up / spin down) (eV) = 0.649 / -3.162

Computed, not measured: one molecule with the formula C2HN3O2 in a non-equilibrium geometry, with ωB97M-V with the def2-TZVPD basis set.

Structure (ORCA input):
```
! wB97M-V def2-TZVPD RIJCOSX def2/J DEFGRID3
* xyz 0 1
O -1.315 -0.245 1.579
N -0.765 0.062 0.558
N -1.283 0.705 -0.460
N -0.294 0.871 -1.414
C 0.782 0.249 -1.035
O 1.626 0.328 -0.036
C 0.545 -0.535 0.230
H 0.705 -1.435 0.579
*
```

- energy above the lowest of the compared OMol25 structures with the same formula, charge and spin (kcal/mol) = 212.33
- highest occupied orbital energy (spin up / spin down) (eV) = -9.669 / -9.949
- Kohn-Sham gap (spin up / spin down) (eV) = 7.59 / 8.46
- LUMO energy (spin up / spin down) (eV) = -2.081 / -1.488
- SMILES = [O-][N+]1=NN=C2O[C@H]21

Computed, not measured: one molecule with the formula C2HN3O2 in a non-equilibrium geometry, with ωB97M-V with the def2-TZVPD basis set.

Structure (ORCA input):
```
! wB97M-V def2-TZVPD RIJCOSX def2/J DEFGRID3
* xyz 0 1
O -2.449 -0.584 0.465
C -1.549 0.263 -0.187
C 0.036 -0.020 -0.212
N 0.731 -1.237 -0.183
N 1.954 -0.934 0.072
O 2.088 0.293 0.437
N 0.870 0.908 0.035
H -1.682 1.311 -0.427
*
```

- energy above the lowest of the compared OMol25 structures with the same formula, charge and spin (kcal/mol) = 145.58
- highest occupied orbital energy (eV) = -11.595
- Kohn-Sham gap (eV) = 10.04
- LUMO energy (eV) = -1.560
- SMILES = O=Cc1nnon1

Computed, not measured: one molecule with the formula C2HN3O3 in a non-equilibrium geometry, with ωB97M-V with the def2-TZVPD basis set.

Structure (ORCA input):
```
! wB97M-V def2-TZVPD RIJCOSX def2/J DEFGRID3
* xyz 0 1
O -0.756 2.127 -1.132
N 0.235 1.562 -0.691
O 1.225 2.089 -0.206
C 0.150 0.170 -0.272
N 1.044 -0.124 0.505
N 0.504 -1.251 1.268
C -0.503 -1.591 0.587
O -0.774 -0.647 -0.570
H -1.125 -2.336 0.512
*
```

- energy above the lowest of the compared OMol25 structures with the same formula, charge and spin (kcal/mol) = 172.80
- highest occupied orbital energy (eV) = -11.175
- Kohn-Sham gap (eV) = 10.09
- LUMO energy (eV) = -1.089
- SMILES = O=[N+]([O-])c1nnco1

Computed, not measured: C2HN3O3 as an isolated structure in a non-equilibrium geometry, with ωB97M-V with the def2-TZVPD basis set.

Structure (ORCA input):
```
! wB97M-V def2-TZVPD RIJCOSX def2/J DEFGRID3
* xyz 0 1
C 1.117 -0.098 -0.147
C -0.483 1.576 -0.203
H 2.654 -1.142 0.268
N 0.663 1.223 -0.376
N -2.556 -0.401 0.902
N -2.439 -1.601 -0.512
O 2.387 -0.315 0.529
O -1.698 1.804 -0.022
O 0.355 -1.046 -0.440
*
```

- energy above the lowest of the compared OMol25 structures with the same formula, charge and spin (kcal/mol) = 292.23
- highest occupied orbital energy (eV) = -10.831
- Kohn-Sham gap (eV) = 8.09
- LUMO energy (eV) = -2.740

Computed, not measured: one molecule with the formula C2HN3O3 in a non-equilibrium geometry, with ωB97M-V with the def2-TZVPD basis set.

Structure (ORCA input):
```
! wB97M-V def2-TZVPD RIJCOSX def2/J DEFGRID3
* xyz 0 1
O 0.686 1.944 -1.322
C -0.508 1.757 -1.227
O -1.159 0.788 -0.395
C -0.350 -0.130 0.231
N 0.881 -0.401 -0.103
N 1.176 -1.459 0.537
N 0.358 -1.893 1.373
O -0.840 -0.970 1.077
H -1.253 2.412 -1.550
*
```

- energy above the lowest of the compared OMol25 structures with the same formula, charge and spin (kcal/mol) = 106.06
- highest occupied orbital energy (eV) = -11.157
- Kohn-Sham gap (eV) = 11.03
- LUMO energy (eV) = -0.124
- SMILES = O=COc1nnno1

Computed, not measured: one molecule with the formula C2HN3O3S in a non-equilibrium geometry, with ωB97M-V with the def2-TZVPD basis set.

Structure (ORCA input):
```
! wB97M-V def2-TZVPD RIJCOSX def2/J DEFGRID3
* xyz 0 1
O -0.990 -2.087 -0.128
C -1.006 -0.908 -0.044
N -1.862 0.097 -0.026
N -1.352 1.399 0.035
N -0.112 1.435 0.023
C 0.482 0.251 -0.087
S 2.114 0.018 0.113
O 3.014 1.099 -0.127
O 2.576 -1.330 0.172
H -2.864 0.026 0.069
*
```

- energy above the lowest of the compared OMol25 structures with the same formula, charge and spin (kcal/mol) = 4.74
- highest occupied orbital energy (spin up / spin down) (eV) = -9.847 / -9.847
- Kohn-Sham gap (spin up / spin down) (eV) = 8.08 / 8.08
- LUMO energy (spin up / spin down) (eV) = -1.768 / -1.769
- SMILES = O=C1NN=NC1=S(=O)=O